(A)
Below is a cluster of 2 separate species, C4H11NO2 in total, with properties calculated with ωB97M-V/def2-TZVPD.

```
! RIJCOSX wB97M-V def2-TZVPD def2/J DEFGRID3
* xyz 0 1
C 1.37 1.73 -0.48
C 0.62 0.54 -0.97
N -0.32 -0.02 0.04
C -0.03 -0.57 1.25
C -1.17 -0.92 2.15
O 1.10 -0.74 1.66
H 1.98 2.11 -1.31
H 2.03 1.54 0.38
H 0.64 2.52 -0.19
H -0.03 0.89 -1.80
H 1.37 -0.15 -1.40
H -1.30 0.21 -0.13
H -1.26 -0.22 3.00
H -0.98 -1.93 2.54
H -2.13 -0.92 1.60
O -0.81 -1.38 -2.47
H 0.04 -0.93 -2.24
H -1.13 -1.75 -1.62
*
```

**SMILES**: CCNC(C)=O.O
**Frontier orbital gap**: 10.490 eV

Atomic partial charges in e from the Mulliken method, atoms 1 to 5: number 1, C, carries -1.3006; number 2, C, carries -0.6451; number 3, N, carries -0.1399; number 4, C, carries 0.6827; number 5, C, carries -0.9799


(B)
Below is a cluster of 2 separate species, C4H11NO2 in total, with properties calculated with ωB97M-V/def2-TZVPD.

```
! RIJCOSX wB97M-V def2-TZVPD def2/J DEFGRID3
* xyz 0 1
O 0.80 -0.60 -1.99
C 0.21 -0.59 -0.65
C 0.46 0.75 0.03
N -0.22 0.97 1.34
C 0.43 0.23 2.32
C 0.58 1.67 2.27
H 1.70 -0.30 -1.91
H -0.90 -0.77 -0.80
H 0.64 -1.32 -0.03
H 0.25 1.58 -0.70
H 1.55 0.78 0.24
H 1.31 -0.43 2.10
H -0.30 -0.08 3.07
H 0.06 2.31 2.92
H 1.58 2.03 1.96
O -2.40 -2.17 -3.62
H -3.21 -2.65 -3.56
H -2.55 -1.42 -2.99
*
```

**SMILES**: OCCN1CC1.O
**Frontier orbital gap**: 10.457 eV

Atomic partial charges in e from the Mulliken method, atoms 1 to 5: number 1, O, carries -0.4952; number 2, C, carries -0.2796; number 3, C, carries -0.5042; number 4, N, carries -0.3472; number 5, C, carries -0.2942


Most stable structure, least stable structure: (A), (B).


(A)
Below is a structure of composition C6H14O3Si, with properties calculated with ωB97M-V/def2-TZVPD.

```
! RIJCOSX wB97M-V def2-TZVPD def2/J DEFGRID3
* xyz 0 1
C -1.36 1.53 0.59
C -0.92 0.38 0.06
C -3.10 -0.47 -0.26
C 1.80 -0.12 1.90
C 1.25 1.52 -1.66
C 0.88 -0.27 -0.27
O -1.70 -0.71 -0.29
O 1.60 0.45 0.69
O 1.11 0.08 -1.61
Si 0.98 -2.08 -0.40
H -2.34 1.66 0.86
H -0.58 2.29 0.71
H -3.45 -1.55 -0.19
H -3.48 -0.11 -1.32
H -3.48 0.18 0.55
H 2.15 -1.13 1.88
H 0.81 -0.26 2.33
H 2.32 0.72 2.44
H 0.63 1.96 -2.34
H 2.31 1.70 -2.10
H 1.15 1.86 -0.66
H 2.46 -2.50 0.00
H 0.47 -2.65 0.82
H 0.47 -2.48 -1.71
*
```

**Frontier orbital gap**: 9.680 eV

Atomic partial charges in e from the Mulliken method, atoms 1 to 5: number 1, C, carries -1.1653; number 2, C, carries 0.8605; number 3, C, carries -0.7998; number 4, C, carries -0.8408; number 5, C, carries -0.7071


(B)
Below is an isolated molecule of C6H14O3Si, with properties calculated with ωB97M-V/def2-TZVPD.

```
! RIJCOSX wB97M-V def2-TZVPD def2/J DEFGRID3
* xyz 0 1
C 2.70 1.03 0.88
C 1.61 1.45 1.48
C 0.27 1.71 0.85
Si -0.46 0.33 -0.26
O -0.85 -0.86 0.82
C 0.28 -1.37 1.49
O 0.72 -0.29 -1.32
C 0.31 -1.13 -2.32
O -1.86 0.74 -1.11
C -2.97 -0.05 -0.89
H 2.69 0.85 -0.15
H 3.66 0.84 1.40
H 1.65 1.62 2.54
H -0.46 1.86 1.65
H 0.28 2.61 0.24
H 0.07 -2.42 1.74
H 0.45 -0.77 2.40
H 1.14 -1.32 0.81
H 1.17 -1.41 -2.93
H -0.15 -2.03 -1.90
H -0.45 -0.67 -2.95
H -3.79 0.22 -1.58
H -2.69 -1.10 -0.97
H -3.33 0.16 0.09
*
```

**SMILES**: C=CC[Si](OC)(OC)OC
**Frontier orbital gap**: 10.215 eV

Atomic partial charges in e from the Mulliken method, atoms 1 to 5: number 1, C, carries -0.7430; number 2, C, carries -0.2895; number 3, C, carries -0.5905; number 4, Si, carries 0.4897; number 5, O, carries -0.2735


Most stable structure, least stable structure: (B), (A).


(A)
Below is a cluster of 13 separate species, C2H29O13 in total, with properties calculated with ωB97M-V/def2-TZVPD.

```
! RIJCOSX wB97M-V def2-TZVPD def2/J DEFGRID3
* xyz -1 1
C -0.14 -0.61 1.31
C -0.01 0.73 0.62
O -0.91 0.87 -0.48
H 0.72 -0.81 1.94
H -0.12 -1.34 0.49
H -1.09 -0.68 1.84
H 1.04 0.84 0.24
H -0.14 1.46 1.39
O -0.17 -2.07 -1.79
H -0.14 -1.29 -1.20
H -0.80 -1.97 -2.47
O -3.19 1.55 0.52
H -2.29 1.33 0.26
H -3.62 0.72 0.78
O -1.98 3.02 -1.88
H -1.75 2.36 -1.23
H -2.49 2.46 -2.47
O -0.86 4.36 0.65
H -0.97 3.60 1.25
H -1.74 4.34 0.32
O 1.83 -2.61 0.62
H 1.02 -2.78 1.10
H 2.12 -1.75 0.86
O 0.87 1.88 -2.15
H 0.26 1.55 -1.50
H 1.10 2.70 -1.74
O 2.67 -1.33 -1.69
H 1.76 -1.70 -1.55
H 3.05 -1.06 -0.88
O -2.48 -2.89 0.15
H -1.82 -3.11 0.82
H -2.39 -1.94 -0.01
O -3.04 -0.60 -1.69
H -3.91 -0.56 -1.19
H -2.34 -0.08 -1.23
O 3.68 -0.23 1.14
H 4.47 -0.84 1.05
H 3.75 0.69 0.72
O 3.33 2.15 -0.19
H 4.06 2.71 0.15
H 2.48 2.62 -0.28
O -0.16 -3.83 2.13
H 0.72 -4.23 2.21
H -0.39 -3.61 3.08
*
```

**Frontier orbital gap**: 8.142 eV

Atomic partial charges in e from the Mulliken method, atoms 1 to 5: number 1, C, carries -0.3244; number 2, C, carries -0.0381; number 3, O, carries 0.5857; number 4, H, carries 0.5954; number 5, H, carries -0.6779


(B)
Below is a cluster of 13 separate species, C2H29O13 in total, with properties calculated with ωB97M-V/def2-TZVPD.

```
! RIJCOSX wB97M-V def2-TZVPD def2/J DEFGRID3
* xyz -1 1
C -0.37 1.39 -0.54
C -1.27 0.16 -0.67
O -1.20 -0.40 0.63
H 0.66 1.19 -0.21
H -0.67 2.07 0.23
H -0.43 1.96 -1.47
H -0.85 -0.67 -1.24
H -2.25 0.38 -1.14
O 1.06 -1.95 -2.22
H 0.92 -1.77 -1.31
H 0.19 -2.21 -2.39
O -0.70 3.70 2.78
H -1.62 3.49 3.06
H -0.40 2.83 2.60
O 2.56 2.30 2.20
H 3.31 1.69 2.15
H 1.65 1.91 2.20
O -2.96 0.93 1.74
H -3.82 0.63 1.47
H -2.40 0.45 1.13
O 2.96 1.75 -1.80
H 2.15 1.52 -2.19
H 3.67 1.87 -2.41
O 1.36 0.39 -3.68
H 0.43 0.66 -3.67
H 1.38 -0.47 -3.21
O -1.41 -2.84 -3.00
H -1.74 -3.77 -2.89
H -1.91 -2.37 -2.36
O 0.10 1.06 2.49
H -0.21 0.29 2.98
H -0.27 0.89 1.59
O 0.95 -1.87 0.59
H 1.78 -1.34 0.48
H 0.26 -1.14 0.57
O -2.74 -2.47 -0.22
H -2.27 -1.61 -0.12
H -3.34 -2.54 0.54
O -0.95 -1.68 2.93
H -0.34 -2.43 2.87
H -1.06 -1.32 2.03
O 3.20 -0.32 0.21
H 3.57 -0.81 -0.50
H 2.97 0.47 -0.23
*
```

**Frontier orbital gap**: 9.062 eV

Atomic partial charges in e from the Mulliken method, atoms 1 to 5: number 1, C, carries -1.1352; number 2, C, carries 0.5885; number 3, O, carries 0.1190; number 4, H, carries 0.0288; number 5, H, carries 0.3667


Most stable structure, least stable structure: (B), (A).


(A)
Below is an isolated molecule of C5H5N, with properties calculated with ωB97M-V/def2-TZVPD.

```
! RIJCOSX wB97M-V def2-TZVPD def2/J DEFGRID3
* xyz 0 1
C -0.23 1.23 0.02
C -1.26 0.30 0.04
C -0.94 -1.06 -0.02
N 0.29 -1.57 0.05
C 1.26 -0.67 0.14
C 1.07 0.70 0.06
H -0.44 2.30 -0.04
H -2.30 0.60 0.03
H -1.73 -1.80 -0.12
H 2.29 -1.05 0.22
H 2.00 1.04 -0.38
*
```

**SMILES**: c1ccncc1
**Frontier orbital gap**: 10.606 eV

Atomic partial charges in e from the Mulliken method, atoms 1 to 5: number 1, C, carries -0.2486; number 2, C, carries -0.3187; number 3, C, carries -0.1347; number 4, N, carries -0.5689; number 5, C, carries -0.0808


(B)
Below is a cluster of 2 separate species, C5H5N in total, with properties calculated with ωB97M-V/def2-TZVPD.

```
! RIJCOSX wB97M-V def2-TZVPD def2/J DEFGRID3
* xyz 0 1
C 1.61 0.97 0.29
C 2.15 -0.20 0.30
C -1.40 -0.92 -0.76
C -1.07 0.88 0.22
C -1.82 0.37 -0.97
N -1.39 -0.48 0.52
H 1.67 -1.16 0.12
H 3.21 -0.26 0.47
H -1.51 -1.91 -1.14
H 0.05 1.06 0.08
H -1.50 1.65 0.85
*
```

**Frontier orbital gap**: 7.807 eV

Atomic partial charges in e from the Mulliken method, atoms 1 to 5: number 1, C, carries -0.4749; number 2, C, carries -0.5550; number 3, C, carries -0.0403; number 4, C, carries 0.1397; number 5, C, carries -0.1907


Most stable structure, least stable structure: (A), (B).


(A)
Below is an isolated molecule of C5H5N, with properties calculated with ωB97M-V/def2-TZVPD.

```
! RIJCOSX wB97M-V def2-TZVPD def2/J DEFGRID3
* xyz 0 1
C -1.51 -0.72 0.39
C -0.61 0.13 -0.50
C 0.79 -0.26 -0.66
C 1.99 -0.18 -0.54
C 2.82 0.72 0.13
N 3.31 1.56 0.76
H -0.95 -1.13 1.23
H -1.98 -1.54 -0.15
H -2.30 -0.07 0.78
H -0.46 1.09 0.02
H -1.08 0.39 -1.45
*
```

**SMILES**: CCC#CC#N
**Frontier orbital gap**: 10.528 eV

Atomic partial charges in e from the Mulliken method, atoms 1 to 5: number 1, C, carries -0.9780; number 2, C, carries -0.1908; number 3, C, carries -0.2807; number 4, C, carries -0.0810; number 5, C, carries 0.4479


(B)
Below is an isolated molecule of C5H5N, with properties calculated with ωB97M-V/def2-TZVPD.

```
! RIJCOSX wB97M-V def2-TZVPD def2/J DEFGRID3
* xyz 0 1
C 2.58 0.12 0.37
C 1.49 0.29 -0.11
C 0.11 0.43 -0.58
C -0.81 -0.44 0.30
C -2.23 -0.22 0.04
N -3.35 -0.03 -0.17
H 3.56 -0.01 0.79
H -0.20 1.48 -0.52
H 0.02 0.12 -1.63
H -0.57 -1.50 0.15
H -0.61 -0.23 1.36
*
```

**SMILES**: C#CCCC#N
**Frontier orbital gap**: 11.346 eV

Atomic partial charges in e from the Mulliken method, atoms 1 to 5: number 1, C, carries 0.1629; number 2, C, carries -0.4710; number 3, C, carries -0.6499; number 4, C, carries -0.3628; number 5, C, carries 0.1075


(C)
Below is a structure of composition C5H5N, with properties calculated with ωB97M-V/def2-TZVPD.

```
! RIJCOSX wB97M-V def2-TZVPD def2/J DEFGRID3
* xyz 0 1
C -2.00 0.68 0.23
C -0.40 0.92 -0.14
C -1.85 -0.54 -0.22
C 0.16 -0.37 -0.16
C 1.60 -0.65 0.03
N -0.90 -1.32 -0.17
H -2.70 1.55 0.05
H 0.13 1.76 0.06
H 1.61 -1.48 0.66
H 2.12 0.32 0.52
H 2.24 -0.86 -0.86
*
```

**Frontier orbital gap**: 7.968 eV

Atomic partial charges in e from the Mulliken method, atoms 1 to 5: number 1, C, carries -0.5354; number 2, C, carries -0.4340; number 3, C, carries 0.4543; number 4, C, carries 0.3991; number 5, C, carries -0.8804


Most stable structure, least stable structure: (B), (C).


(A)
Below is a cluster of 2 separate species, C5H16N2O in total, with properties calculated with ωB97M-V/def2-TZVPD.

```
! RIJCOSX wB97M-V def2-TZVPD def2/J DEFGRID3
* xyz 0 1
C 3.46 -0.25 0.35
N 2.17 -0.12 -0.29
C 1.16 -1.00 0.24
C -0.17 -0.81 -0.41
N -0.95 0.36 0.03
C -0.28 1.64 -0.16
C -1.53 0.25 1.36
H 4.07 -1.09 0.01
H 4.04 0.66 0.25
H 3.31 -0.34 1.43
H 2.25 -0.24 -1.29
H 1.40 -2.07 0.23
H 1.04 -0.79 1.32
H -0.78 -1.68 -0.20
H -0.06 -0.70 -1.49
H 0.17 1.72 -1.15
H 0.51 1.81 0.58
H -1.03 2.44 -0.11
H -2.47 0.80 1.38
H -1.77 -0.80 1.57
H -0.86 0.64 2.13
O -3.41 -0.18 -1.15
H -3.90 0.61 -1.37
H -2.50 0.11 -0.91
*
```

**SMILES**: CNCCN(C)C.O
**Frontier orbital gap**: 9.445 eV

Atomic partial charges in e from the Mulliken method, atoms 1 to 5: number 1, C, carries -0.9452; number 2, N, carries -0.1549; number 3, C, carries -0.6147; number 4, C, carries -0.9113; number 5, N, carries -0.0814


(B)
Below is a cluster of 3 separate species, C5H16N2O in total, with properties calculated with ωB97M-V/def2-TZVPD.

```
! RIJCOSX wB97M-V def2-TZVPD def2/J DEFGRID3
* xyz 0 1
C -0.93 -2.07 1.00
N 0.26 -1.23 1.12
C 1.11 0.83 2.04
C -0.08 0.20 1.35
C -0.57 1.06 0.15
N -0.50 0.49 -1.18
C -0.23 1.52 -2.19
H -1.16 -2.58 1.93
H -1.79 -1.54 0.58
H -0.74 -2.85 0.26
H 0.73 -1.15 0.22
H 1.37 0.30 2.96
H 0.98 1.90 2.23
H 2.05 0.73 1.48
H -0.88 0.07 2.10
H 1.36 0.20 -1.07
H 0.06 1.94 0.19
H -1.61 1.39 0.33
H -0.96 2.34 -2.25
H -0.39 1.13 -3.20
H 0.73 2.03 -2.16
H 0.51 -0.80 -1.62
H -0.04 -2.16 -2.32
O 0.74 -1.73 -1.96
*
```

**Frontier orbital gap**: 7.393 eV

Atomic partial charges in e from the Mulliken method, atoms 1 to 5: number 1, C, carries -0.9009; number 2, N, carries -0.4288; number 3, C, carries -1.6188; number 4, C, carries 0.3635; number 5, C, carries -0.7199


Most stable structure, least stable structure: (A), (B).